--- a ---
Molecular formula: C52H65N10O
Method: DFT, ωB97M-V/def2-TZVPD

For the HOMO energy (spin up / spin down), the calculation gives -7.8 / -8.7 eV. Its spin multiplicity is 2. As for the LUMO energy (spin up / spin down): 0.68 / 0.68 eV.

Last column: Mulliken charge in e.
Cartesian coordinates (Å):
C (2.74, 4.57, -1.58)  -0.239
C (3.33, 1.40, -4.86)  0.078
C (2.57, -6.04, 0.75)  -1.158
C (3.75, 0.43, -6.99)  -0.300
C (1.49, -5.25, 0.38)  0.318
H (-6.17, -0.13, 3.73)  0.373
H (-4.21, -1.76, -3.89)  0.403
H (-3.93, 7.91, -1.26)  0.365
H (2.55, -0.32, 0.04)  0.272
C (5.54, 2.19, -0.21)  -0.344
C (1.39, 4.14, 0.73)  -0.915
C (2.50, -1.69, 1.57)  -0.129
H (1.36, -3.60, 4.82)  0.522
N (-1.02, -0.95, -3.22)  -0.258
H (2.46, -3.99, -2.45)  0.427
C (1.59, 1.15, -6.31)  -0.148
C (-2.14, 4.89, 0.18)  -0.298
H (0.61, -1.17, 5.19)  0.401
C (6.86, 3.89, -1.21)  -0.449
H (-0.29, 5.80, -0.43)  0.226
C (-2.55, -1.10, 1.57)  -1.831
H (0.85, 4.01, 1.67)  0.661
C (5.41, 1.62, -1.47)  -0.296
H (0.56, -1.11, 0.05)  0.158
H (-2.67, -0.33, 4.13)  0.383
C (-3.30, -1.16, -3.89)  -0.618
H (3.54, -2.03, 1.55)  0.635
C (-0.49, -0.83, 0.15)  -1.916
H (3.68, 1.74, -3.89)  0.159
H (2.70, -2.35, 3.58)  0.477
N (5.97, 2.13, -2.57)  -0.379
H (-8.27, 0.85, 2.85)  0.373
C (-7.22, 2.35, 1.72)  -0.249
H (4.48, -5.35, -1.95)  0.418
H (-1.43, 7.80, -1.37)  0.409
H (-1.99, 1.76, -4.95)  0.431
H (-0.96, -1.82, 4.80)  0.289
C (-2.86, -5.54, 1.90)  -0.164
H (-3.85, 2.58, 1.70)  0.523
C (2.51, -4.59, -1.54)  -0.329
H (1.95, 2.68, -2.25)  0.586
C (6.28, 3.35, -0.08)  -0.280
C (-1.93, 0.41, 4.42)  -2.081
H (4.53, -6.69, 0.15)  0.391
C (3.67, -6.09, -0.10)  -0.275
H (-5.84, 3.68, 0.71)  0.260
C (-2.52, -6.84, -0.46)  -1.102
H (0.70, 2.29, -0.12)  0.427
C (-5.96, 2.82, 1.36)  -0.517
C (0.57, -2.22, 3.33)  3.664
N (2.02, 1.55, -5.11)  -0.211
H (-4.13, 0.47, -5.02)  0.388
C (-2.16, -1.63, -3.25)  -0.189
C (-1.01, -1.04, 1.58)  2.535
H (-4.29, -7.05, 2.41)  0.387
C (0.44, 1.18, 4.35)  -1.514
C (-3.42, -7.35, 0.46)  -0.155
H (0.07, 1.61, 5.28)  0.509
H (4.83, 0.71, -1.61)  0.488
H (0.53, 1.29, -6.50)  0.293
H (2.17, -0.71, 3.42)  0.251
H (-2.96, -4.99, 2.83)  0.328
C (-7.31, 1.26, 2.56)  -0.637
H (-2.93, -1.33, 0.58)  0.395
H (-1.21, -2.97, 2.49)  -0.022
C (-1.36, 5.89, -0.39)  -0.161
N (-4.92, 1.18, 2.77)  -0.083
N (1.45, -4.53, -0.74)  -0.092
H (-8.11, 2.82, 1.32)  0.391
H (-1.85, 0.39, 5.51)  0.612
H (-0.03, 0.77, -3.77)  0.658
C (3.64, -5.35, -1.27)  -0.554
H (5.27, 0.76, -5.49)  0.425
C (0.69, -3.62, 3.96)  -1.990
H (-0.60, 0.20, -0.17)  0.209
H (-2.34, -7.32, -1.41)  0.391
C (-4.85, 2.22, 1.93)  -0.314
N (-0.56, 0.14, 2.37)  0.828
H (-0.29, -3.98, 4.26)  0.387
H (-2.92, -1.88, 2.24)  0.393
H (1.08, -4.31, 3.21)  0.354
H (2.00, 0.28, -8.23)  0.371
H (4.43, -0.01, -7.72)  0.387
C (-0.10, -1.30, 4.37)  -3.266
H (7.13, 3.64, -3.33)  0.359
C (-2.07, 0.79, -4.48)  -0.614
H (0.61, -5.17, 1.01)  0.400
H (-3.97, -8.25, 0.24)  0.384
C (2.01, -1.71, 3.02)  -1.358
C (-0.54, 0.09, 3.87)  2.263
N (2.10, 5.26, 0.62)  -0.557
H (-3.00, -0.16, 1.87)  0.202
H (1.62, 0.15, 1.32)  -0.084
H (1.43, 0.79, 4.56)  0.421
H (1.94, -2.39, 0.94)  0.023
H (2.54, -6.60, 1.67)  0.430
H (5.06, 1.72, 0.65)  0.418
C (1.99, 3.40, -1.45)  -0.476
H (-5.15, 6.02, -0.23)  0.307
C (4.22, 0.85, -5.76)  -0.592
C (-2.01, 7.00, -0.91)  -0.492
C (6.68, 3.25, -2.43)  -0.280
H (0.05, -2.92, 1.33)  -0.216
H (-2.16, -2.58, -2.74)  0.434
C (-0.39, -2.35, 2.14)  -1.610
H (6.40, 3.82, 0.88)  0.393
C (1.31, 3.18, -0.27)  0.257
N (2.48, -0.32, 1.05)  -0.514
H (0.50, 1.99, 3.63)  -0.028
C (-6.14, 0.71, 3.05)  -0.161
H (-1.04, -1.45, -0.56)  0.288
N (-3.47, 4.93, 0.24)  -0.097
H (-1.12, -5.23, -0.82)  0.622
H (3.28, 4.78, -2.49)  0.477
C (-0.98, 0.24, -3.82)  -0.334
H (3.33, 6.38, -0.58)  0.413
C (-1.84, -5.67, -0.13)  0.000
C (-3.25, 0.07, -4.52)  -0.271
C (2.41, 0.58, -7.27)  -0.490
H (-2.25, 1.41, 4.13)  0.292
H (7.46, 4.80, -1.16)  0.390
C (-3.39, 7.06, -0.86)  -0.621
C (-3.60, -6.69, 1.66)  -0.791
H (-1.68, 4.00, 0.60)  0.534
C (-4.07, 6.00, -0.29)  -0.172
C (2.76, 5.46, -0.52)  -0.600
N (-1.99, -5.03, 1.02)  0.035
O (-0.96, 1.27, 1.92)  -0.133

---

--- b ---
Molecular formula: C52H65N10O
Method: DFT, ωB97M-V/def2-TZVPD

For the HOMO energy (spin up / spin down), the calculation gives -8.5 / -8.8 eV. Its spin multiplicity is 2. As for the LUMO energy (spin up / spin down): 0.65 / -0.02 eV.

Last column: Mulliken charge in e.
Cartesian coordinates (Å):
H (0.76, -5.51, 0.81)  0.273
H (2.55, -0.72, 3.55)  0.158
C (1.99, -0.51, -8.02)  -0.529
H (0.24, 0.45, -7.19)  0.294
C (-2.63, -5.32, 1.92)  -0.184
H (1.48, -0.90, -8.89)  0.355
C (-2.66, 5.71, 0.59)  -0.237
H (2.91, 4.01, -0.32)  0.529
C (-4.12, 7.63, -0.69)  -0.616
N (-3.98, 5.49, 0.41)  -0.143
H (-2.22, 1.70, 3.94)  0.101
H (-0.90, -1.54, -0.86)  -0.041
N (1.60, -5.10, -1.03)  -0.161
C (7.08, 3.80, -1.38)  -0.394
H (2.60, -4.85, -2.82)  0.413
C (3.17, 5.95, 0.59)  -0.327
H (1.30, -4.52, 3.24)  0.186
H (-0.95, -1.77, 4.85)  0.209
H (2.47, -7.22, 1.46)  0.399
H (4.03, -2.20, 1.62)  0.356
C (-1.66, -5.70, -0.13)  -0.123
C (-2.76, 7.84, -0.49)  -0.302
C (-3.42, -1.37, -3.98)  -0.589
O (-0.83, 1.36, 1.74)  -0.403
H (3.97, 6.26, -0.07)  0.423
C (-0.43, 0.15, 3.68)  1.252
C (7.03, 3.12, -2.58)  -0.274
C (-6.38, 0.74, 2.65)  -0.206
H (0.36, 5.00, 2.99)  0.482
H (4.37, -6.54, -2.34)  0.388
C (3.96, -0.22, -6.67)  -0.496
C (1.58, -5.77, 0.14)  0.496
H (0.05, 1.76, 5.27)  0.390
C (1.16, 5.24, 2.29)  -0.413
H (-2.12, 4.92, 1.10)  0.535
H (7.59, 3.46, -3.44)  0.342
H (2.23, 0.25, 1.39)  0.107
C (-2.27, -1.83, -3.38)  -0.132
H (-2.79, -1.31, 0.21)  0.174
C (-1.94, 0.60, 4.23)  -1.226
N (-5.17, 1.33, 2.51)  -0.163
H (-2.67, -4.70, 2.80)  0.303
H (-4.01, -8.04, 0.47)  0.377
H (-2.36, -7.38, -1.28)  0.397
C (-7.46, 2.34, 1.26)  -0.254
C (-3.34, -0.23, -4.77)  -0.190
N (6.30, 2.00, -2.78)  -0.510
C (-2.46, -6.81, -0.36)  -1.099
N (3.06, -0.33, 1.11)  -0.472
C (0.61, 1.30, 4.32)  -1.085
C (-4.68, 6.45, -0.22)  -0.107
C (-3.47, -6.42, 1.78)  -0.843
H (2.36, -2.46, 0.80)  0.018
C (6.34, 3.31, -0.31)  -0.402
H (-0.27, 0.21, -0.53)  0.281
H (0.76, -1.11, 5.29)  0.286
C (-3.37, -7.18, 0.62)  -0.145
H (-0.24, -4.11, 4.31)  0.209
H (4.30, -7.74, -0.15)  0.371
H (-2.92, -1.95, 1.98)  0.105
C (-0.24, -0.89, -0.11)  -1.121
H (-8.48, 0.68, 2.18)  0.371
H (3.92, -1.32, -8.53)  0.365
C (5.59, 1.55, -1.72)  -0.165
H (3.14, 7.77, 1.74)  0.362
C (-2.12, 0.41, -4.93)  -0.491
H (0.31, -3.10, 1.13)  -0.334
C (0.81, -2.29, 3.32)  1.754
H (-4.23, 0.17, -5.26)  0.364
N (1.87, 0.75, -5.96)  -0.397
H (0.86, -1.27, -0.24)  0.035
C (-2.44, -1.08, 1.33)  -0.774
H (-4.73, 8.37, -1.19)  0.358
C (2.53, -6.71, 0.50)  -1.134
H (-2.02, 1.30, -5.53)  0.414
C (3.59, -6.33, -1.62)  -0.493
C (1.55, 4.33, 1.32)  -0.051
N (1.72, 6.46, 2.45)  -0.577
H (3.04, -2.54, 3.72)  0.374
H (-5.74, 6.25, -0.35)  0.283
H (0.81, 2.19, 3.59)  -0.068
H (6.35, 3.82, 0.65)  0.438
C (2.71, 6.78, 1.59)  -0.369
C (-6.23, 2.98, 1.10)  -0.350
H (7.69, 4.70, -1.27)  0.368
H (1.60, 0.83, 4.75)  0.350
N (-0.28, 0.22, 2.18)  1.221
H (-2.28, -2.72, -2.75)  0.470
C (-0.15, -2.44, 2.01)  0.770
N (-1.73, -4.94, 0.98)  0.084
C (2.34, -1.80, 3.09)  -0.955
H (-2.75, -0.19, 3.95)  0.250
H (1.07, 3.36, 1.25)  0.439
C (2.60, -5.40, -1.89)  -0.344
C (1.30, 0.24, -7.07)  -0.002
H (-1.10, -3.07, 2.37)  -1.115
C (3.35, -0.74, -7.81)  -0.195
H (-0.95, 6.99, 0.33)  0.381
H (-0.93, -5.38, -0.87)  0.755
H (-8.34, 2.73, 0.77)  0.368
N (-1.06, -1.24, -3.51)  -0.360
H (-4.17, -6.68, 2.56)  0.398
C (3.19, 0.51, -5.79)  -0.270
H (5.02, -0.38, -6.48)  0.367
H (-1.84, 0.59, 5.42)  0.485
H (-2.99, -0.10, 1.63)  0.059
C (-1.01, -0.13, -4.28)  -0.414
H (4.98, 1.76, 0.33)  0.553
C (3.55, -7.00, -0.40)  -0.194
H (-6.13, 3.87, 0.49)  0.241
C (-2.01, 6.86, 0.16)  -0.522
C (2.91, -1.79, 1.57)  -0.054
H (-6.39, -0.15, 3.28)  0.355
C (-5.13, 2.44, 1.74)  -0.248
C (2.57, 4.70, 0.46)  -0.528
C (0.01, -1.27, 4.37)  -1.761
H (-0.03, 0.33, -4.38)  0.592
C (-0.79, -1.01, 1.46)  0.868
H (-4.15, 2.90, 1.65)  0.456
C (0.87, -3.78, 4.06)  -1.196
H (-4.36, -1.89, -3.84)  0.377
C (-7.54, 1.20, 2.04)  -0.552
H (3.28, -0.27, 0.10)  0.201
H (5.01, 0.65, -1.91)  0.368
H (-2.29, 8.75, -0.84)  0.363
H (3.62, 0.93, -4.88)  0.507
H (1.56, -3.69, 5.00)  0.450
C (5.57, 2.16, -0.48)  -0.326

---

Least stable structure: b